54
Properties=species:S:1:pos:R:3:forces:R:3 method="wB97M-V/def2-TZVPD" energy_ha=-1368.00330 fmax_ha_per_bohr=0.020 relative_energy_ev=0.000 spin_multiplicity=5
Ir -0.353 -0.250 -1.325 -0.40 0.59 0.23
C 2.275 -0.009 6.255 0.33 0.23 -0.10
O 1.282 0.005 5.249 -0.30 0.02 -0.27
C 1.660 0.000 3.940 0.13 -0.12 0.29
C 3.020 0.015 3.567 -0.63 -0.23 -0.23
C 3.275 -0.032 2.219 -0.15 0.31 0.05
C 2.271 -0.014 1.228 0.61 -0.12 0.00
C 2.694 0.117 -0.150 -0.39 -0.27 -0.55
C 4.087 -0.173 -0.643 0.41 0.68 -0.02
O 1.923 0.407 -1.077 0.10 0.22 0.15
C 0.897 -0.068 1.612 -0.23 0.20 -0.30
O -0.112 -0.146 0.767 0.27 0.02 0.97
C 0.638 -0.054 2.999 0.29 -0.02 -0.06
H 1.757 0.009 7.208 -0.10 0.00 -0.01
H 2.932 0.871 6.190 -0.17 -0.13 0.00
H 2.893 -0.908 6.204 -0.03 -0.06 -0.05
H 3.814 0.019 4.301 -0.02 0.03 -0.13
H 4.305 -0.009 1.914 0.17 -0.02 -0.10
H 4.885 -0.247 0.092 -0.11 0.00 -0.04
H 4.321 0.624 -1.374 0.04 -0.48 0.31
H 4.017 -1.112 -1.183 0.05 -0.14 -0.11
H -0.382 -0.102 3.334 -0.22 0.01 0.08
O -2.321 -0.054 -1.876 -0.85 0.19 0.03
C -3.243 0.875 -1.668 0.17 -0.67 -0.21
C -4.615 0.535 -1.691 0.10 -0.30 0.17
C -5.579 1.486 -1.482 -0.28 0.32 0.04
C -5.245 2.832 -1.268 -0.08 -0.39 -0.12
C -3.915 3.175 -1.290 -0.10 -0.10 0.20
C -2.907 2.215 -1.478 0.53 0.72 -0.06
C -1.504 2.646 -1.599 -0.52 -0.23 0.15
N -0.448 1.918 -1.951 -0.08 -0.02 0.19
C 0.619 2.783 -2.041 0.59 -0.60 -0.21
C 0.232 4.027 -1.720 -0.27 0.17 0.02
N -1.109 3.923 -1.428 -0.21 0.59 0.02
H -4.912 -0.501 -1.837 0.26 0.14 -0.04
H -6.626 1.202 -1.486 0.09 -0.05 -0.01
H -6.028 3.567 -1.114 0.19 -0.02 0.00
H -3.674 4.214 -1.133 0.17 0.18 -0.04
H 1.586 2.410 -2.327 0.02 0.08 0.06
H 0.752 4.962 -1.694 0.11 0.13 0.05
H -1.696 4.691 -1.141 0.05 -0.22 -0.11
C 0.378 -4.552 -2.301 -0.32 0.28 -0.41
C -0.365 -3.255 -1.925 -0.05 -0.45 0.19
C -1.085 -3.494 -0.601 -0.38 0.42 0.41
C 0.540 -2.037 -1.840 0.70 -0.66 -0.41
H -0.349 -5.359 -2.407 -0.02 -0.09 0.01
H 1.096 -4.861 -1.552 0.22 0.08 0.30
H 0.896 -4.465 -3.258 0.06 0.09 0.00
H -1.116 -3.089 -2.700 -0.08 0.09 -0.03
H -0.377 -3.704 0.215 -0.09 -0.04 -0.25
H -1.800 -4.312 -0.676 0.10 -0.24 0.00
H -1.682 -2.629 -0.271 0.22 -0.04 -0.18
H 1.132 -1.898 -2.752 -0.06 -0.04 -0.02
H 1.267 -2.194 -1.038 0.20 -0.08 0.16

53
Properties=species:S:1:pos:R:3:forces:R:3 method="wB97M-V/def2-TZVPD" energy_ha=-1243.37724 fmax_ha_per_bohr=0.013 relative_energy_ev=1.515 spin_multiplicity=1 smiles="Cc1ccccc1NC(=O)C1CCN(C(=O)N2CCOc3ccccc32)CC1"
C -0.936 -3.329 -1.383 -0.03 0.09 0.06
C -1.642 -2.579 -0.292 0.05 0.02 0.02
C -3.026 -2.524 -0.258 0.00 -0.03 0.12
C -3.695 -1.791 0.707 -0.10 -0.04 0.04
C -2.974 -1.093 1.656 -0.05 -0.09 -0.06
C -1.592 -1.145 1.655 0.08 0.10 0.14
C -0.922 -1.887 0.691 -0.39 0.05 0.08
N 0.478 -1.992 0.683 -0.12 -0.46 -0.21
C 1.377 -1.112 1.175 0.48 -0.49 0.09
O 1.085 -0.135 1.839 -0.15 0.19 0.16
C 2.849 -1.487 0.916 0.17 0.15 0.14
C 3.206 -1.887 -0.525 -0.02 0.03 -0.04
C 3.481 -0.622 -1.358 -0.09 -0.20 -0.33
N 2.739 0.513 -0.834 0.00 -0.05 -0.12
C 1.389 0.469 -1.143 0.19 0.36 -0.34
O 0.947 -0.480 -1.773 -0.12 -0.24 -0.12
N 0.618 1.555 -0.816 0.02 0.10 0.10
C -0.796 1.502 -0.744 -0.16 0.00 0.08
C -1.571 0.624 -1.494 -0.18 -0.11 -0.16
C -2.949 0.633 -1.405 0.01 0.08 -0.05
C -3.589 1.530 -0.569 0.02 0.08 0.01
C -2.839 2.418 0.174 0.14 0.05 -0.01
C -1.452 2.417 0.096 -0.17 -0.10 -0.05
O -0.812 3.361 0.853 -0.31 -0.04 -0.07
C 0.588 3.234 0.912 0.55 -0.03 -0.09
C 1.122 2.867 -0.475 0.00 0.30 0.28
H 2.206 2.901 -0.533 -0.08 0.00 0.02
H 0.714 3.587 -1.198 0.13 -0.06 0.08
H 0.971 4.199 1.254 -0.01 -0.10 -0.05
H 0.850 2.452 1.637 0.03 0.10 -0.10
H -3.302 3.135 0.833 -0.05 0.09 0.09
H -4.666 1.543 -0.498 -0.11 0.00 0.02
H -3.521 -0.061 -2.000 -0.04 -0.08 -0.04
H -1.081 -0.070 -2.153 0.02 0.02 -0.01
C 3.294 0.929 0.446 0.17 0.32 0.34
C 3.723 -0.287 1.292 -0.27 -0.04 0.05
H 3.595 -0.044 2.346 0.08 0.03 -0.02
H 4.770 -0.539 1.120 0.02 -0.03 0.01
H 4.157 1.580 0.259 -0.09 0.00 0.06
H 2.548 1.475 1.010 0.10 0.00 -0.09
H 4.539 -0.353 -1.327 -0.02 -0.02 -0.01
H 3.188 -0.779 -2.396 0.16 -0.01 0.09
H 2.406 -2.454 -0.998 0.06 -0.05 -0.04
H 4.099 -2.515 -0.513 -0.02 -0.03 0.02
H 3.062 -2.328 1.586 -0.05 0.07 -0.05
H 0.830 -2.709 0.067 0.10 0.21 0.10
H -1.028 -0.604 2.395 0.03 0.01 0.02
H -3.483 -0.506 2.406 -0.04 0.07 0.07
H -4.775 -1.761 0.710 -0.11 0.02 -0.01
H -3.590 -3.058 -1.010 -0.03 -0.05 -0.09
H -1.655 -3.708 -2.104 0.00 -0.07 -0.04
H -0.246 -2.664 -1.904 0.11 -0.02 -0.08
H -0.379 -4.182 -0.989 0.08 -0.09 -0.04

53
Properties=species:S:1:pos:R:3:forces:R:3 method="wB97M-V/def2-TZVPD" energy_ha=-1242.61860 fmax_ha_per_bohr=0.327 relative_energy_ev=22.158 spin_multiplicity=1
C -4.887 0.683 0.888 -2.26 -2.20 -9.03
H -5.779 0.024 0.875 0.79 -0.24 0.65
H -5.342 1.475 0.121 1.47 -1.15 1.72
H -4.716 1.100 1.752 1.31 2.05 4.65
C -3.548 -0.072 0.107 -8.20 -3.15 13.01
C -3.125 -1.214 1.301 -0.84 -0.25 -7.94
H -3.866 -1.881 1.490 -3.07 -2.01 -0.30
H -2.412 -1.837 0.819 1.46 -0.23 0.35
H -3.028 -0.912 2.209 1.92 2.98 5.43
H -3.815 -0.486 -0.698 -1.51 -2.88 -6.38
C -2.594 0.772 0.295 7.42 4.98 -8.39
C -1.337 0.151 -0.619 -2.47 15.29 5.23
O -1.031 -0.822 -0.997 1.91 -13.57 -3.85
N -0.468 1.245 -0.946 1.69 -1.29 -2.28
C -0.664 2.567 -0.952 -0.38 6.23 4.27
C 0.447 3.593 -0.803 -10.68 3.26 -0.20
C 0.131 5.046 -0.892 -6.52 -8.30 0.97
C -1.230 5.337 -0.680 -3.52 -1.22 -0.54
C -2.468 4.371 -0.633 14.50 -3.15 -1.51
C -1.961 3.014 -0.504 -2.12 0.55 -3.24
O -2.945 1.995 -0.541 1.06 0.29 0.75
H -3.308 4.555 -0.277 -7.58 2.26 2.59
H -1.649 6.329 -0.609 0.76 0.59 -0.01
H 0.831 5.671 -0.730 4.79 4.67 0.53
H 1.178 3.124 -1.113 8.48 -3.22 -2.08
C 0.737 0.831 -1.696 1.30 -1.26 -0.72
H 1.339 1.662 -2.394 -2.08 -2.12 2.15
C 1.673 0.350 -0.569 5.78 5.75 3.24
O 2.324 1.239 0.276 -4.40 -2.65 -3.58
N 2.270 -0.812 -0.519 -1.83 -5.07 -1.74
C 1.651 -1.967 -1.435 8.00 2.34 -1.49
C 2.689 -3.066 -1.989 -3.77 0.54 1.06
C 2.223 -1.937 -2.826 1.80 0.97 -1.23
H 1.680 -2.194 -3.714 -0.72 -0.18 -0.07
H 3.068 -1.213 -3.167 -1.80 -0.79 1.25
H 3.538 -3.022 -1.410 2.16 -0.10 0.60
H 2.209 -4.044 -2.116 0.39 0.39 0.01
H 0.784 -2.084 -1.027 -5.45 -1.56 1.05
C 3.002 -1.337 0.629 -0.92 0.27 0.60
C 2.275 -2.454 1.562 -2.77 11.85 -7.86
N 3.025 -3.277 1.803 7.60 -13.56 6.38
C 2.441 -4.423 2.689 -1.61 6.76 -3.80
C 1.131 -4.330 2.866 5.16 8.39 -4.59
C 0.470 -3.107 2.474 -9.90 -8.02 8.16
C 0.947 -2.288 1.761 1.34 12.88 -6.76
H 0.404 -1.095 1.422 1.70 -4.15 1.02
H -0.653 -2.889 2.779 2.15 -1.16 -0.24
H 0.634 -4.890 3.350 -6.38 -8.02 6.09
H 2.837 -5.302 2.601 3.38 -4.70 0.40
H 3.237 -0.529 1.293 0.15 0.64 0.11
H 3.918 -1.740 0.253 0.52 -0.52 0.03
H 0.463 -0.096 -2.329 0.49 1.86 0.71
H -2.281 1.261 1.087 1.34 0.93 4.85

55
Properties=species:S:1:pos:R:3:forces:R:3 method="wB97M-V/def2-TZVPD" energy_ha=-1393.74612 fmax_ha_per_bohr=0.017 relative_energy_ev=4.570 spin_multiplicity=1
C 5.445 0.278 -0.739 0.05 0.21 -0.01
H 4.787 0.862 -0.087 0.01 -0.02 -0.04
O 5.190 -1.100 -0.639 -0.32 -0.43 -0.08
C 3.954 -1.577 -1.004 0.14 -0.07 0.11
C 2.937 -0.746 -1.460 -0.15 0.05 -0.04
C 1.707 -1.267 -1.842 0.36 -0.45 0.10
C 1.490 -2.640 -1.781 -0.08 0.08 -0.02
C 2.482 -3.481 -1.316 0.22 0.02 0.08
C 3.733 -2.961 -0.911 -0.03 -0.22 0.01
O 4.596 -3.915 -0.482 -0.44 0.23 -0.25
C 5.868 -3.596 0.033 0.52 0.00 0.22
H 6.292 -4.553 0.339 -0.02 0.08 -0.01
H 6.510 -3.139 -0.723 -0.05 -0.06 0.09
H 5.801 -2.935 0.899 0.01 -0.07 -0.07
O 2.366 -4.830 -1.205 0.27 0.35 0.07
C 1.160 -5.428 -1.619 -0.23 -0.10 -0.07
H 1.296 -6.496 -1.460 -0.06 0.07 -0.03
H 0.961 -5.241 -2.679 0.00 0.00 0.04
H 0.311 -5.078 -1.024 0.03 0.00 -0.03
H 0.532 -3.012 -2.106 -0.07 -0.09 -0.03
C 0.600 -0.430 -2.357 0.05 0.24 0.06
O -0.275 -0.875 -3.088 -0.05 -0.16 -0.16
N 0.600 0.870 -1.972 0.12 0.20 0.09
H 1.215 1.171 -1.235 -0.01 -0.12 -0.03
C -0.378 1.815 -2.463 -0.22 0.03 -0.08
C -1.708 1.783 -1.688 0.37 0.27 -0.20
O -2.154 2.764 -1.127 -0.03 0.11 -0.06
N -2.291 0.564 -1.745 0.25 -0.44 0.24
N -3.570 0.240 -1.383 -0.74 -0.26 -0.25
C -4.109 0.639 -0.293 -0.01 0.01 -0.33
C -3.437 1.342 0.784 0.13 0.37 0.57
C -4.057 2.055 1.735 0.02 -0.57 -0.64
C -3.393 2.757 2.819 0.23 0.29 0.44
C -4.113 3.071 3.974 0.06 -0.08 -0.19
C -3.509 3.723 5.030 0.03 0.07 0.13
C -2.175 4.090 4.949 0.00 0.03 0.06
C -1.454 3.805 3.801 0.09 0.00 0.06
C -2.054 3.146 2.745 -0.14 -0.03 -0.05
H -1.497 2.962 1.840 0.05 -0.01 -0.12
H -0.419 4.107 3.727 0.06 0.02 -0.02
H -1.703 4.605 5.773 0.03 0.04 0.06
H -4.079 3.952 5.919 -0.04 0.01 0.06
H -5.155 2.787 4.041 -0.09 -0.02 -0.02
H -5.136 2.134 1.728 -0.13 -0.06 -0.06
H -2.361 1.244 0.804 0.07 0.04 0.03
C -5.558 0.286 -0.141 0.05 -0.08 -0.01
H -5.739 -0.187 0.821 -0.08 -0.01 0.09
H -5.848 -0.386 -0.943 -0.02 0.01 -0.03
H -6.165 1.188 -0.205 -0.11 0.06 0.04
H -1.893 -0.112 -2.401 -0.05 0.31 0.19
H -0.584 1.571 -3.510 0.06 0.10 0.09
H 0.029 2.825 -2.395 -0.12 -0.12 0.01
H 3.124 0.310 -1.560 0.07 0.10 -0.01
H 5.353 0.635 -1.770 -0.02 -0.01 0.04
H 6.476 0.404 -0.409 -0.08 0.06 -0.03

no.,M (g mol⁻¹)
1,573.7
2,379.5
3,379.5
4,411.5